[1]
A cluster of 15 separate species, C81H204N12O27 in total in a non-equilibrium geometry, computed with ωB97M-V with the def2-TZVPD basis set.

Positions of all 324 atoms, in Å:
C -4.05 -2.21 7.55
C -5.58 -1.99 7.43
C -6.21 -2.99 6.47
O -6.10 -2.33 8.69
H -3.66 -3.16 7.90
H -3.64 -1.41 8.17
H -3.61 -2.05 6.56
H -5.77 -0.94 7.19
H -5.91 -4.00 6.75
H -5.79 -2.73 5.50
H -7.30 -2.93 6.45
H -6.77 -3.01 8.56
C -1.88 -3.16 -6.06
C -2.87 -3.17 -4.86
C -2.54 -1.96 -3.98
O -4.19 -3.08 -5.42
H -2.14 -3.99 -6.72
H -0.82 -3.23 -5.83
H -2.04 -2.26 -6.66
H -2.73 -4.10 -4.31
H -2.78 -1.00 -4.44
H -1.53 -1.93 -3.57
H -3.12 -1.90 -3.05
H -4.50 -2.17 -5.40
C 2.81 -2.79 -4.84
C 2.94 -4.12 -4.13
C 1.64 -4.93 -4.15
O 4.04 -4.88 -4.65
H 3.81 -2.36 -4.95
H 2.28 -2.05 -4.24
H 2.34 -2.88 -5.82
H 3.16 -3.81 -3.11
H 1.85 -5.86 -3.61
H 1.29 -5.14 -5.16
H 0.84 -4.39 -3.65
H 4.82 -4.32 -4.59
C -2.80 -5.07 -1.46
O -1.75 -6.00 -1.79
C -2.19 -7.12 -2.56
C -0.97 -7.58 -3.47
N -1.03 -8.90 -4.00
C 0.27 -9.20 -4.64
C 0.15 -10.32 -5.62
O -0.97 -10.07 -6.57
C -1.58 -11.25 -6.95
H -3.32 -5.47 -0.59
H -3.59 -5.05 -2.22
H -2.43 -4.08 -1.20
H -3.08 -6.80 -3.10
H -2.57 -7.86 -1.85
H -0.07 -7.55 -2.86
H -0.70 -6.91 -4.29
H -1.74 -8.94 -4.71
H 1.05 -9.43 -3.92
H 0.68 -8.31 -5.11
H -0.13 -11.23 -5.08
H 0.98 -10.58 -6.27
H -2.05 -11.81 -6.14
H -0.93 -11.85 -7.59
H -2.43 -10.96 -7.57
C -3.25 1.18 -2.57
O -2.76 2.04 -3.63
C -3.39 3.31 -3.69
C -2.87 4.10 -4.99
N -1.39 3.96 -5.11
C -0.69 5.01 -4.35
C 0.89 4.81 -4.51
O 1.28 3.65 -3.82
C 2.65 3.20 -4.05
H -2.52 0.38 -2.44
H -4.21 0.73 -2.83
H -3.39 1.70 -1.62
H -3.19 3.97 -2.85
H -4.48 3.23 -3.68
H -3.23 5.13 -4.89
H -3.43 3.70 -5.84
H -1.25 3.12 -4.57
H -1.05 5.00 -3.32
H -0.92 6.02 -4.67
H 1.28 5.73 -4.06
H 1.16 4.74 -5.56
H 2.68 2.12 -4.20
H 3.27 3.48 -3.19
H 3.14 3.66 -4.91
C -0.86 1.00 -12.77
O -0.31 1.61 -11.56
C 0.98 2.20 -11.69
C 1.47 2.52 -10.24
N 2.13 1.44 -9.47
C 2.36 1.89 -8.12
C 2.66 0.62 -7.24
O 1.51 -0.26 -7.02
C 0.52 0.30 -6.18
H -1.33 1.81 -13.32
H -1.67 0.40 -12.37
H -0.19 0.40 -13.38
H 0.87 3.15 -12.20
H 1.70 1.57 -12.22
H 0.69 2.97 -9.63
H 2.19 3.32 -10.41
H 1.50 0.66 -9.46
H 1.60 2.49 -7.63
H 3.27 2.48 -8.26
H 3.02 0.87 -6.24
H 3.31 -0.10 -7.74
H 0.96 0.53 -5.21
H -0.29 -0.38 -5.91
H 0.00 1.19 -6.51
C 2.79 5.56 -1.04
O 2.45 6.56 -0.11
C 2.58 7.86 -0.53
C 1.64 8.24 -1.69
N 0.26 7.96 -1.32
C -0.77 8.18 -2.36
C -2.15 7.70 -1.91
O -2.08 6.48 -1.14
C -3.38 6.01 -0.79
H 3.85 5.59 -1.28
H 2.24 5.54 -1.98
H 2.61 4.64 -0.48
H 3.55 8.19 -0.90
H 2.34 8.52 0.30
H 1.95 7.71 -2.60
H 1.77 9.31 -1.86
H 0.19 7.04 -0.89
H -0.46 7.67 -3.27
H -0.82 9.21 -2.69
H -2.72 7.62 -2.83
H -2.58 8.47 -1.28
H -3.47 4.95 -0.56
H -4.22 6.33 -1.41
H -3.48 6.43 0.21
C 0.15 -2.69 3.28
O -0.18 -2.61 1.91
C 0.92 -2.59 1.01
C 0.42 -2.69 -0.48
N -0.03 -1.47 -1.05
C 1.00 -0.49 -1.51
C 0.43 0.83 -1.93
O 0.05 1.57 -0.76
C -0.23 2.97 -0.99
H 0.65 -3.65 3.46
H -0.82 -2.79 3.77
H 0.60 -1.79 3.70
H 1.62 -3.40 1.23
H 1.52 -1.73 1.30
H -0.47 -3.31 -0.46
H 1.17 -3.10 -1.16
H -0.53 -0.92 -0.37
H 1.61 -0.96 -2.29
H 1.72 -0.32 -0.72
H -0.43 0.80 -2.61
H 1.06 1.41 -2.60
H 0.49 3.49 -1.63
H -0.19 3.43 0.00
H -1.25 3.04 -1.36
C -8.20 0.57 2.05
O -6.85 0.32 1.52
C -5.85 0.74 2.50
C -5.59 -0.35 3.55
N -5.36 -1.72 3.00
C -3.98 -1.94 2.60
C -3.92 -3.15 1.63
O -4.66 -2.92 0.46
C -4.18 -1.85 -0.36
H -8.84 0.08 1.32
H -8.38 1.65 2.00
H -8.45 0.05 2.97
H -6.12 1.67 3.01
H -4.92 0.96 1.98
H -6.50 -0.37 4.15
H -4.80 -0.08 4.26
H -5.88 -1.67 2.14
H -3.37 -2.30 3.43
H -3.51 -1.14 2.04
H -4.31 -4.05 2.12
H -2.92 -3.44 1.30
H -4.64 -0.88 -0.15
H -4.67 -2.07 -1.31
H -3.10 -1.77 -0.51
C 2.87 -2.63 5.50
O 3.42 -3.32 4.35
C 4.39 -2.57 3.66
C 5.13 -3.39 2.64
N 4.17 -3.77 1.59
C 4.84 -4.80 0.77
C 3.87 -5.43 -0.26
O 2.66 -5.89 0.35
C 1.78 -6.47 -0.57
H 2.11 -3.27 5.95
H 2.34 -1.70 5.32
H 3.67 -2.40 6.20
H 5.22 -2.24 4.29
H 4.05 -1.58 3.36
H 5.72 -4.20 3.05
H 5.85 -2.76 2.11
H 3.23 -4.02 1.84
H 5.27 -5.61 1.36
H 5.58 -4.28 0.16
H 4.33 -6.22 -0.85
H 3.55 -4.62 -0.92
H 0.82 -6.70 -0.10
H 2.16 -7.42 -0.94
H 1.60 -5.81 -1.41
C 0.37 -0.23 7.32
O -0.33 0.64 6.45
C -0.84 1.90 6.97
C -1.42 2.70 5.80
N -2.68 2.09 5.36
C -3.20 2.78 4.21
C -2.36 2.48 2.96
O -2.31 1.07 2.78
C -1.38 0.65 1.78
H 0.90 -0.97 6.72
H -0.24 -0.90 7.92
H 1.08 0.27 7.97
H -0.09 2.52 7.46
H -1.57 1.67 7.74
H -0.67 2.75 5.01
H -1.59 3.72 6.13
H -2.44 1.18 4.97
H -3.27 3.87 4.25
H -4.20 2.35 4.20
H -1.46 3.08 3.12
H -2.86 2.90 2.09
H -1.77 0.82 0.77
H -1.33 -0.44 1.82
H -0.39 1.10 1.80
C 1.51 1.30 3.86
O 2.19 2.25 3.02
C 3.61 2.38 3.31
C 3.80 3.35 4.49
N 5.18 3.61 4.59
C 5.51 4.71 5.50
C 5.22 6.13 4.87
O 3.85 6.34 4.61
C 3.62 7.40 3.73
H 1.88 0.30 3.64
H 0.43 1.24 3.73
H 1.64 1.49 4.93
H 3.92 2.81 2.36
H 4.08 1.41 3.43
H 3.39 2.82 5.36
H 3.21 4.25 4.30
H 5.58 3.70 3.66
H 6.59 4.69 5.63
H 5.04 4.55 6.47
H 5.79 6.18 3.94
H 5.65 6.88 5.52
H 4.21 7.36 2.81
H 3.91 8.34 4.19
H 2.55 7.46 3.57
C 3.35 1.92 -0.38
O 3.75 0.98 -1.37
C 4.70 0.03 -0.88
C 5.12 -0.92 -1.98
N 5.93 -0.35 -3.09
C 5.22 0.60 -3.88
C 6.06 1.16 -5.03
O 5.18 2.15 -5.57
C 5.70 2.91 -6.62
H 4.11 2.65 -0.09
H 2.88 1.44 0.48
H 2.54 2.54 -0.77
H 4.42 -0.57 -0.02
H 5.59 0.58 -0.57
H 4.21 -1.34 -2.40
H 5.61 -1.76 -1.48
H 6.71 0.24 -2.82
H 4.81 1.41 -3.28
H 4.36 0.07 -4.29
H 6.10 0.36 -5.77
H 7.06 1.51 -4.80
H 4.98 3.70 -6.84
H 5.82 2.29 -7.51
H 6.63 3.42 -6.36
C 0.67 5.45 2.58
O -0.02 6.40 3.38
C -1.37 6.41 3.02
C -2.13 7.19 4.07
N -2.34 6.30 5.19
C -3.11 6.82 6.30
C -3.22 5.77 7.47
O -1.97 5.63 8.15
C -1.88 4.62 9.12
H 1.74 5.38 2.75
H 0.44 5.65 1.53
H 0.28 4.46 2.82
H -1.75 5.39 2.97
H -1.54 6.82 2.03
H -3.14 7.45 3.77
H -1.59 8.11 4.32
H -1.42 5.97 5.45
H -4.12 7.02 5.92
H -2.81 7.80 6.68
H -3.54 4.82 7.05
H -3.89 6.09 8.27
H -0.85 4.54 9.46
H -2.18 3.64 8.76
H -2.46 4.76 10.04
C 1.93 -6.17 3.43
O 1.59 -7.52 3.15
C 0.20 -7.81 3.37
C -0.85 -6.76 2.76
N -1.16 -5.74 3.71
C -2.21 -6.05 4.70
C -2.23 -5.00 5.86
O -0.92 -5.03 6.47
C -0.78 -4.18 7.56
H 1.50 -5.46 2.73
H 3.01 -6.17 3.33
H 1.63 -5.92 4.45
H 0.12 -7.98 4.44
H 0.12 -8.80 2.93
H -1.81 -7.22 2.52
H -0.37 -6.36 1.87
H -0.33 -5.39 4.16
H -2.00 -7.07 5.04
H -3.17 -6.03 4.20
H -3.07 -5.10 6.54
H -2.36 -4.04 5.37
H -1.63 -4.25 8.24
H -0.72 -3.13 7.29
H 0.11 -4.39 8.15

frontier orbital gap	0.31544	Eh
E	-5896.37230	Ha
energy relative to the best compared isomer or geometry (same formula, charge and spin)	143.04	kJ/mol

***

[2]
A structure of composition C81H79Ge2N2O3PdS4Te in a non-equilibrium geometry, computed with ωB97M-V with the def2-TZVPD basis set.

Positions of all 173 atoms, in Å:
Pd -0.72 -0.29 -1.44
C 4.08 5.98 2.01
C 4.33 4.56 1.58
C 4.21 4.19 0.25
C 4.43 2.87 -0.17
C 4.30 2.51 -1.62
C 4.76 1.91 0.79
C 4.90 2.28 2.14
C 5.26 1.25 3.17
C 4.67 3.59 2.51
C 5.15 0.52 0.39
C 6.51 0.38 0.16
C 7.06 -0.85 -0.14
C 6.23 -1.96 -0.17
C 4.86 -1.84 0.05
C 4.27 -0.58 0.31
Ge 2.22 -0.29 0.46
S 1.56 0.21 -1.61
S 1.53 -2.28 1.42
Ge -0.10 0.16 3.12
S -0.31 -2.00 2.23
S 1.85 1.19 2.05
C -0.93 0.08 5.07
C -0.65 1.27 5.75
C -1.08 1.46 7.06
C -1.78 0.46 7.72
C -2.04 -0.73 7.06
C -1.60 -0.94 5.75
C -1.86 -2.30 5.17
C -3.02 -2.55 4.45
C -4.04 -1.47 4.23
C -3.21 -3.82 3.91
C -2.28 -4.83 4.08
C -2.44 -6.17 3.42
C -1.14 -4.57 4.84
C -0.91 -3.31 5.38
C 0.38 -3.02 6.09
C 0.11 2.37 5.09
C 1.51 2.36 5.07
C 2.28 1.15 5.55
C 2.20 3.45 4.56
C 1.53 4.55 4.06
C 2.28 5.76 3.55
C 0.14 4.53 4.04
C -0.58 3.46 4.54
C -2.08 3.43 4.45
C 4.12 -3.14 0.01
C 4.15 -3.99 1.12
C 4.80 -3.59 2.42
C 3.52 -5.22 1.04
C 2.86 -5.63 -0.11
C 2.14 -6.95 -0.17
C 2.88 -4.80 -1.22
C 3.52 -3.56 -1.18
C 3.52 -2.71 -2.42
H 4.09 6.66 1.15
H 4.84 6.31 2.72
H 3.11 6.06 2.50
H 3.94 4.93 -0.49
H 4.33 3.41 -2.24
H 3.35 2.01 -1.80
H 5.10 1.83 -1.93
H 6.23 0.79 2.95
H 4.51 0.46 3.18
H 5.30 1.70 4.17
H 4.76 3.87 3.56
H 7.15 1.25 0.23
H 8.12 -0.96 -0.33
H 6.64 -2.94 -0.37
H -0.85 2.40 7.56
H -2.11 0.61 8.74
H -2.58 -1.52 7.57
H -3.55 -0.51 4.08
H -4.71 -1.39 5.09
H -4.65 -1.69 3.34
H -4.10 -4.01 3.31
H -3.41 -6.26 2.93
H -2.33 -6.99 4.14
H -1.67 -6.29 2.66
H -0.40 -5.35 4.96
H 0.91 -3.93 6.32
H 0.21 -2.46 7.01
H 1.01 -2.40 5.44
H 1.75 0.62 6.34
H 3.27 1.44 5.90
H 2.40 0.46 4.70
H 3.28 3.43 4.53
H 3.35 5.54 3.48
H 2.14 6.61 4.22
H 1.92 6.05 2.56
H -0.40 5.37 3.61
H -2.47 4.36 4.03
H -2.54 3.26 5.43
H -2.39 2.60 3.80
H 5.32 -2.64 2.34
H 5.51 -4.36 2.74
H 4.04 -3.49 3.19
H 3.52 -5.86 1.92
H 2.06 -7.40 0.82
H 2.67 -7.66 -0.82
H 1.13 -6.82 -0.57
H 2.37 -5.10 -2.13
H 3.65 -3.33 -3.31
H 4.31 -1.96 -2.39
H 2.57 -2.19 -2.50
O -1.86 0.77 2.35
C -1.82 0.43 1.09
O -0.70 0.39 0.53
C -3.00 0.03 0.38
C -4.30 0.25 0.87
C -5.38 -0.20 0.17
C -5.17 -0.99 -1.01
C -6.22 -1.54 -1.75
C -5.97 -2.36 -2.84
C -4.66 -2.69 -3.17
C -3.61 -2.15 -2.47
C -3.82 -1.25 -1.41
N -2.76 -0.66 -0.78
H -4.41 0.81 1.79
H -6.39 -0.01 0.51
H -7.24 -1.33 -1.45
H -6.80 -2.76 -3.42
H -4.47 -3.39 -3.98
H -2.59 -2.46 -2.67
C -7.27 3.60 -7.04
C -6.08 3.03 -6.32
C -6.03 2.94 -4.94
C -4.94 2.40 -4.28
C -5.00 2.37 -2.76
C -3.83 1.91 -4.99
Te -2.34 0.55 -3.89
N -0.65 -0.78 -3.32
C -0.32 -2.06 -3.44
O 0.02 -2.76 -2.47
C -0.25 -2.59 -4.85
C -1.32 -2.46 -5.74
C -1.17 -2.83 -7.07
C 0.04 -3.33 -7.52
C 1.10 -3.49 -6.63
C 0.95 -3.13 -5.30
C -0.71 1.84 -4.35
C 0.08 1.54 -5.46
C 1.19 2.29 -5.78
C 1.55 3.36 -4.96
C 0.81 3.64 -3.83
C -0.32 2.89 -3.50
C -1.04 3.19 -2.21
C -3.88 2.01 -6.39
C -2.73 1.52 -7.24
C -4.97 2.56 -7.03
H -8.09 3.79 -6.34
H -7.63 2.90 -7.80
H -7.02 4.54 -7.54
H -6.87 3.31 -4.36
H -5.86 1.78 -2.43
H -5.11 3.38 -2.37
H -4.11 1.92 -2.33
H -2.26 -2.07 -5.38
H -2.00 -2.71 -7.75
H 0.16 -3.61 -8.56
H 2.05 -3.87 -6.99
H 1.76 -3.23 -4.60
H -0.18 0.68 -6.07
H 1.79 2.04 -6.65
H 2.42 3.96 -5.20
H 1.11 4.45 -3.18
H -0.73 4.15 -1.81
H -0.80 2.43 -1.48
H -2.12 3.20 -2.36
H -2.44 0.51 -6.93
H -1.86 2.16 -7.09
H -2.98 1.52 -8.30
H -4.98 2.63 -8.12

frontier orbital gap (spin up / spin down)	0.14979 / 0.18921	Eh
E	-9611.82322	Ha
net charge	-2
<S²>	3.798
2S+1	4